1.
33
Properties=species:S:1:pos:R:3:forces:R:3:lowdin_charge:R:1 method="wB97M-V/def2-TZVPD" relative_energy_kcal_mol=107.0 e_tot_ev=-94564.81308 lumo_ev=3.0 total_charge=-1
C 2.4426 1.1404 -2.7460 -4.1 -2.0 -0.3 -0.86
O 3.3848 -1.7198 0.6409 3.2 2.8 -1.0 0.05
O -2.7868 1.2950 -2.4064 -0.1 1.3 -1.4 -0.02
H 2.0443 0.3672 -1.0548 0.2 -0.1 0.8 0.00
N -4.8257 2.1899 -2.1305 -4.1 3.1 -1.2 0.16
H 0.4986 -0.3902 3.7762 -0.1 -0.1 -0.5 0.10
N 3.4300 1.5833 -3.4050 5.4 3.0 -4.9 0.14
H 2.4865 -4.3483 1.8348 0.8 -0.2 0.3 0.12
H -4.6494 2.8677 -2.8583 -0.5 0.0 0.4 0.12
O 1.3453 0.9019 -3.2145 -0.8 0.4 -0.8 -0.01
C -3.8738 1.3934 -1.8554 6.3 -2.8 -0.6 -0.83
N -0.2970 -0.2898 3.1622 2.2 -2.7 0.3 0.15
H 0.8846 -3.1433 1.6573 -0.2 0.3 -0.3 0.10
C -0.9196 0.8741 3.2773 -1.1 -1.8 -1.2 -0.82
O -0.6176 1.6383 4.1111 1.0 3.9 3.5 0.05
H -5.0115 0.4442 -0.5211 0.4 -0.3 0.3 0.09
H 1.0160 -1.7945 0.5578 -0.5 0.3 -0.3 -0.06
N -4.0639 0.5978 -0.8351 -2.1 -2.0 3.4 0.14
H 3.3361 1.6550 -4.4080 0.1 0.0 0.3 0.11
H -2.6807 1.6124 2.3641 0.8 0.3 0.4 0.10
Br -0.4791 -0.2736 -0.7275 -0.2 -0.4 0.9 -0.14
H -0.4345 -0.9513 2.4115 0.1 0.4 0.0 0.05
N -1.9585 0.9132 2.4631 -2.7 0.1 -2.4 0.15
H -1.8522 0.3233 1.6502 -0.1 0.1 -0.4 -0.01
N 1.4485 -2.5582 1.0576 -3.7 -0.2 0.4 0.15
N 3.1754 -3.6235 1.6933 3.3 -7.0 4.1 0.17
N 2.7821 0.8528 -1.5446 0.1 -1.2 4.9 0.17
H -5.5081 2.2379 -1.3875 -0.2 1.0 -0.7 0.11
C 2.7537 -2.5817 1.1626 -2.6 4.1 -3.0 -0.87
H 4.3600 1.4644 -3.0293 -0.2 0.1 -0.4 0.10
H 4.1526 -3.7566 1.9113 -0.4 -0.1 -0.2 0.13
H -3.2934 0.0826 -0.4338 0.2 -0.1 -0.5 0.03
H 3.7105 0.9959 -1.1736 -0.6 -0.3 0.1 0.11

2.
84
Properties=species:S:1:pos:R:3:forces:R:3:lowdin_charge:R:1 method="wB97M-V/def2-TZVPD" e_tot_ev=-67968.78444 lumo_ev=-5.8 total_charge=+2
H -4.0081 1.0428 -0.1381 0.0 0.0 -0.1 0.13
C -1.1499 6.2318 -1.1088 0.0 0.1 0.1 -0.04
H -2.2189 6.2275 -0.9159 0.0 0.0 0.0 0.10
C -0.1104 -3.9072 -1.9679 0.0 0.2 0.1 -0.02
O -2.2489 0.8217 -1.1695 0.0 0.1 -0.1 -0.34
H -0.9709 6.5881 -2.1227 0.0 -0.1 0.0 0.10
H -4.0493 -1.1231 -0.1124 0.0 0.0 0.0 0.04
O -1.7669 1.6353 1.2879 0.0 0.3 -0.1 -0.29
H 1.1890 6.4569 -2.0743 0.0 0.0 0.0 0.12
C 2.9675 -1.3579 1.5804 -0.2 0.2 -0.3 -0.22
H -3.7240 -2.8127 0.2425 0.0 0.0 0.0 0.05
H 2.8875 1.5674 0.9150 0.0 0.0 0.0 0.08
H -2.0084 3.3375 0.1014 0.1 0.0 0.0 0.11
C -2.1274 0.9650 -2.6007 -0.1 0.0 -0.3 -0.02
H -3.3816 2.9387 1.1697 0.0 -0.1 0.0 0.15
H -1.8807 2.9294 2.9200 -0.1 0.0 0.0 0.15
N 1.8967 -0.9209 -1.4819 0.4 -0.5 -0.4 0.08
H -1.0413 1.3854 3.1647 0.0 0.0 0.0 0.12
C 0.8423 -1.6822 -1.4475 0.8 0.1 -0.6 -0.43
H -1.7947 1.9698 -2.8632 0.0 0.0 0.1 0.11
H -2.5870 -4.2691 1.1911 0.0 0.0 0.0 0.10
H -3.0821 0.7554 -3.0813 0.0 -0.1 0.1 0.12
C 2.9053 3.5909 -2.5071 0.1 0.0 0.0 -0.02
C -1.5168 -4.1484 1.2944 -0.1 0.0 0.0 -0.07
H -0.1306 -0.7051 3.6710 0.0 0.0 0.0 0.02
C -3.2698 -1.8845 -0.0938 0.2 0.2 0.0 -0.21
H 2.3766 3.2668 0.9202 -0.1 0.0 0.0 0.11
C 0.7819 3.1473 -1.3841 0.2 0.4 -0.3 -0.22
C -3.2347 1.6829 -0.5647 -0.1 0.1 0.3 -0.11
C -1.1945 2.2120 2.4694 0.3 0.1 0.2 -0.12
H 1.4289 -6.8294 -2.6929 0.0 0.0 0.0 0.12
C 0.1296 2.8692 2.1550 -0.2 0.0 -0.1 -0.14
C 0.6388 -5.1662 1.5587 0.0 0.0 0.0 -0.04
H 3.4908 -0.4184 1.7560 0.0 0.0 0.0 0.04
H -3.4481 -2.2907 2.7288 0.0 0.0 0.0 0.06
C 2.4316 -4.9958 -2.2071 0.0 0.0 0.0 -0.05
H 3.2810 5.6238 -3.0330 0.0 0.0 0.0 0.12
H 2.7577 2.4486 2.4563 -0.1 0.0 0.0 0.11
C 1.2240 -3.9110 1.5862 0.0 0.1 0.0 -0.07
H -1.3935 0.2320 -2.9247 0.0 0.0 0.0 0.09
C -0.9414 -2.8820 1.2922 0.1 0.2 0.0 -0.37
H -2.2713 -1.2208 3.4953 0.0 0.0 0.0 0.04
H 3.8361 3.2238 -2.9207 0.0 0.0 0.0 0.13
H 0.0034 3.6975 1.4502 0.1 0.0 0.0 0.13
H 0.5852 3.2465 3.0733 0.0 0.0 0.0 0.15
O -0.3633 -1.1732 -1.2181 0.3 -0.9 -0.9 -0.26
C 0.4453 -2.7629 1.4685 -0.1 0.1 -0.1 -0.38
C -2.6019 2.5307 0.5236 -0.1 0.0 -0.2 -0.13
O 0.9705 1.8649 1.5703 -0.2 0.1 0.1 -0.34
H -3.6376 -0.5278 2.6091 0.0 0.0 0.0 0.05
H 3.2041 0.9348 -2.4086 0.0 -0.1 0.0 0.15
C 2.3269 2.3208 1.4619 0.2 0.0 -0.1 -0.04
C 0.9249 -0.7948 3.4180 0.0 0.2 -0.2 -0.21
H 3.2527 -2.0539 2.3666 0.0 0.0 0.0 0.06
N 1.5684 0.4175 -1.2993 0.4 -0.3 -0.2 -0.12
P 1.1601 -1.0838 1.6171 0.2 -0.9 0.7 0.89
C -0.7354 -5.2842 1.4298 0.0 -0.1 0.0 -0.04
H -1.1960 -6.2632 1.4229 0.0 0.0 0.0 0.12
C 2.6006 4.9236 -2.5701 0.0 0.0 0.0 -0.04
H -2.8704 -2.0133 -1.0977 0.0 0.0 0.0 0.04
H 3.2564 -1.7468 0.6051 0.1 0.0 0.0 0.04
H -1.0956 -3.4664 -1.8931 0.0 0.0 0.0 0.11
O -0.1183 2.3323 -0.8477 0.4 1.4 -1.0 -0.21
H 1.2573 -6.0490 1.6509 0.0 0.0 0.0 0.12
P -1.9454 -1.3610 1.0622 -0.4 -1.1 0.6 0.90
H -0.8333 -5.8584 -2.4684 0.0 0.0 0.0 0.11
C -2.9158 -1.3462 2.6260 0.2 0.3 -0.1 -0.22
C 1.3953 5.3962 -2.0376 0.1 0.0 0.0 0.02
H 1.4475 0.1136 3.7211 0.0 0.0 0.0 0.05
H 3.4199 -5.4209 -2.3222 0.0 0.0 0.0 0.11
H -0.6552 6.8961 -0.3979 0.0 0.0 0.0 0.11
H 3.1536 -3.0375 -1.7094 0.0 0.0 0.0 0.11
H 1.3378 -1.6435 3.9613 0.0 0.0 0.0 0.07
C 2.0113 2.6872 -1.9003 -0.3 0.1 0.1 -0.14
H -3.6850 2.3309 -1.3147 0.0 0.0 -0.1 0.15
C 0.4881 4.5281 -1.4690 -0.1 -0.2 0.2 -0.21
O -0.7100 4.8842 -0.9366 -0.1 -0.1 -0.1 -0.10
C 2.2868 -3.6639 -1.8711 0.0 0.1 0.1 -0.02
C 2.3223 1.2936 -1.8815 0.0 0.0 0.0 0.00
C 0.0407 -5.2424 -2.3008 0.0 -0.1 0.0 -0.06
C 1.3097 -5.7887 -2.4216 0.0 0.0 0.0 -0.05
H 2.2973 -3.8421 1.6931 0.0 0.0 0.0 0.10
C 1.0102 -3.1096 -1.7462 -0.2 -0.2 -0.1 -0.16
Hf -0.2277 0.5109 -0.1630 -1.6 0.7 2.6 1.53

3.
97
Properties=species:S:1:pos:R:3:forces:R:3:lowdin_charge:R:1 method="wB97M-V/def2-TZVPD" relative_energy_kcal_mol=111.5 e_tot_ev=-52602.78534 lumo_ev=-2.1 total_charge=+1
H 4.1999 -1.4983 1.3735 -0.2 -1.2 0.9 0.13
H -4.0731 -4.0503 6.0015 -0.5 0.9 -0.7 0.09
C -0.0621 1.0357 4.0205 1.0 0.4 1.8 -0.19
C -1.7211 4.3217 0.1035 -0.5 1.7 -0.9 -0.21
C 1.4609 2.7317 3.4745 -2.2 -1.0 -0.9 -0.05
C -1.5411 -2.4373 3.1365 1.8 0.5 2.5 -0.12
H 2.5169 -1.1283 0.0805 0.9 1.1 0.8 0.10
H -3.7611 -5.5253 5.1845 -0.8 -1.6 -0.7 0.07
H 1.5549 -0.6483 -4.7375 -0.2 0.5 -0.8 0.13
H -7.9361 3.4887 -1.4295 -1.6 0.8 0.1 0.08
H -0.1761 3.5557 1.8275 1.1 -0.4 0.2 0.09
H 1.1759 2.9867 0.6095 -0.1 0.2 0.6 0.10
C -7.0961 3.2567 -2.0155 -0.2 1.1 -0.8 -0.08
H -2.6801 -2.1943 5.0695 0.0 0.3 -0.3 0.13
O 1.0379 1.3467 3.1805 -0.4 1.1 -1.3 -0.24
H -0.5431 -2.7443 -1.1425 0.5 -1.3 -0.1 0.13
N -2.8051 4.4097 -2.1795 -1.5 -2.6 0.4 -0.07
H 3.8139 1.5767 0.5855 -0.8 -0.7 0.4 0.13
H 4.2619 -1.3813 3.2925 0.8 -0.7 -0.5 0.14
H 0.2989 1.4027 5.0055 -0.8 -0.3 0.0 0.14
N 3.1989 0.8427 0.9765 -1.6 0.3 -0.4 -0.03
H -0.9781 1.5857 3.7965 0.0 0.2 -0.4 0.14
H -4.4781 5.1157 -1.1955 -0.8 1.7 1.3 0.10
H -0.3441 2.1507 0.9015 -0.6 -0.7 -0.7 0.06
C -2.0451 -2.9133 4.5305 -0.4 1.6 -1.0 -0.25
H 2.2599 3.1597 2.9105 -0.2 -0.1 -1.5 0.10
H -1.6561 -0.7043 -0.9715 0.5 0.5 0.8 0.13
C -5.1771 4.1167 -2.8675 2.0 0.8 0.4 -0.27
H 0.3029 -1.8583 -5.1685 0.5 0.1 0.4 0.13
H -0.6761 -3.1193 2.9845 -0.4 0.7 -0.4 0.10
H -2.2161 -2.6193 2.3605 -1.3 -0.2 -1.0 0.10
C 2.3859 -2.4353 -5.5795 0.1 2.4 -0.5 -0.17
H -6.4921 2.8697 -1.2935 2.1 -1.8 1.9 0.05
O -2.7011 -4.0833 4.3415 -1.1 -1.0 -1.2 -0.15
H -1.1291 -0.4963 4.9285 0.0 0.3 2.2 0.11
O 2.5949 -1.9203 -6.9175 0.7 -0.1 2.8 -0.17
H 3.4079 0.7427 3.1525 -0.4 0.1 -0.8 0.12
H 5.2109 -2.2563 -2.0915 1.1 0.3 -0.2 0.09
C 0.4019 -2.2093 -1.2225 -2.5 2.4 -0.6 -0.15
H 3.7409 -2.9703 -2.6025 -0.2 0.5 -0.2 0.10
H 2.2379 -1.6973 -2.9955 -0.1 -0.5 -0.6 0.05
O 0.2379 -1.2063 -0.2325 1.3 1.5 1.7 -0.30
H 0.7559 -2.5393 -7.4575 -1.2 0.2 0.0 0.07
C 4.0029 -0.1053 -1.1095 -0.2 0.9 -0.1 -0.20
O -0.3901 4.0277 -0.0275 1.6 0.1 -0.8 -0.18
H -1.9531 -0.3923 3.0695 0.2 -0.8 -0.4 0.14
H -4.2261 3.4227 -1.0045 -0.4 -0.6 0.2 0.10
C 3.7729 0.3197 2.1935 0.1 0.3 0.9 -0.19
H 4.8629 -0.4703 -0.6095 1.3 -0.7 0.3 0.11
H -2.8201 5.0007 -2.9715 -0.1 0.5 -1.1 0.08
N 1.3969 -2.1253 -3.3855 0.5 -0.4 1.0 -0.09
C 4.1589 -2.1903 -1.9565 -0.2 -1.7 -0.4 -0.11
C 3.7569 -1.2053 2.3465 0.0 2.0 -0.1 -0.13
C -4.2431 4.2377 -1.7035 3.1 0.4 -0.5 -0.18
C -3.3311 -4.6173 5.4485 1.0 0.2 2.1 -0.11
H 2.0389 0.2697 -0.6955 -0.2 0.5 0.3 0.12
C -1.0741 -0.6973 -0.0085 -1.0 -2.2 -1.9 -0.05
H -7.2981 2.5397 -2.7795 -0.3 -0.5 -0.7 0.10
H -2.2301 3.3937 0.0575 -1.2 -1.0 0.2 0.09
H 0.5249 -0.4113 -2.4915 -0.3 0.1 0.1 0.14
C 1.3199 -1.7123 -4.7405 -0.2 0.4 -1.8 -0.20
H 1.1629 -3.4263 2.6455 2.0 1.6 -1.0 0.13
C 2.8829 -0.0783 -0.0935 -0.8 0.0 -2.2 -0.22
H -4.8131 4.8447 -3.5905 -0.3 0.0 -0.4 0.13
H 2.2139 -3.4453 -5.6935 -0.7 -2.4 0.2 0.09
H 1.9509 -1.9563 -8.6725 -0.8 -0.2 -0.9 0.10
O -6.4561 4.4147 -2.5005 -1.8 0.1 -0.3 -0.13
O 2.3979 -1.6213 2.5845 0.3 1.0 0.6 -0.26
H -4.9841 3.1317 -3.1985 -0.5 -1.3 -1.2 0.12
Na 0.8849 -0.4033 1.7725 -0.4 0.6 -0.4 0.29
H 3.2849 -2.3133 -5.0195 1.1 0.1 0.2 0.11
O 3.6549 -0.9063 -2.2205 0.6 0.1 0.6 -0.17
C 2.1219 -2.9123 2.1665 -1.5 -1.5 -1.5 -0.08
H 0.5179 -0.9993 4.4765 0.0 -0.2 -0.1 0.14
C 1.7619 -2.5643 -7.8035 0.3 0.2 -1.2 -0.14
C 0.1189 3.1247 0.8515 -0.1 0.5 1.7 -0.13
C 0.3919 -1.4943 -2.5745 -0.8 -1.8 -0.6 -0.20
H 3.9589 -2.5563 -0.9525 -0.3 0.2 0.5 0.08
C -1.9211 5.0517 -1.2345 -1.2 0.7 -0.7 -0.20
H 1.9769 -3.6103 -8.0405 0.5 -0.1 0.3 0.09
C -0.3711 -0.4353 4.1975 -0.1 -0.3 -0.3 -0.19
H -0.5521 -1.7973 -3.0445 -0.1 0.9 -0.1 0.13
H -2.6201 -4.8243 6.2565 0.4 -0.2 -0.1 0.10
H 2.0409 -2.8533 1.0255 -0.3 -0.7 1.3 0.10
H -1.1601 0.2517 0.5105 0.6 0.1 -0.2 0.08
H -2.0751 4.9107 1.0505 1.0 -0.8 -1.4 0.16
H -1.1751 -3.0643 5.1105 1.2 -0.1 1.2 0.11
H -1.0191 5.2797 -1.8225 0.2 -0.6 0.9 0.13
H 4.7219 0.7647 2.0345 2.0 -0.8 1.3 0.12
H 2.9599 -3.5243 2.4015 0.6 -0.9 0.2 0.09
N -1.1241 -1.0063 3.0885 0.0 0.0 -1.7 -0.07
H -1.5001 -1.4783 0.5975 -1.0 0.0 0.4 0.07
H 1.3179 -2.7433 -1.1405 0.5 -0.6 0.7 0.10
H 1.9009 2.6127 4.3595 1.8 -0.3 4.1 0.04
H 4.3039 0.9177 -1.4165 -0.6 -0.4 -0.2 0.15
H -2.3791 5.9937 -1.1465 -0.4 1.9 1.2 0.09
H 0.5839 3.3707 3.6755 0.5 -0.1 -0.7 0.11

4.
63
Properties=species:S:1:pos:R:3:forces:R:3:lowdin_charge:R:1 method="wB97M-V/def2-TZVPD" relative_energy_kcal_mol=0.0 e_tot_ev=-33513.49051 lumo_ev=-2.6 total_charge=+1
C -2.3907 1.2297 -4.4910 0.0 0.1 0.4 -0.20
H 0.1272 -1.0435 -0.4037 0.0 0.0 0.0 0.09
H 1.0544 -2.0406 4.4545 0.0 0.0 0.0 0.13
H -0.8266 -0.0724 -4.8356 0.1 0.1 -0.2 0.18
H 0.5300 0.7408 -2.8061 0.1 0.1 -0.3 0.13
O -2.6767 4.5636 -5.1363 0.2 -0.1 -0.1 0.05
C -0.5379 0.5820 -2.9109 -0.5 -0.4 0.3 -0.09
H 0.1030 -1.6360 1.2302 0.0 0.0 0.0 0.10
H 0.4960 2.3560 3.1830 0.0 0.0 0.0 0.12
C -2.4510 2.6022 -3.7907 0.1 0.3 -0.2 -0.18
H -2.2834 1.1030 -1.7171 -0.1 0.0 0.0 0.13
H -3.4351 2.8481 -3.3973 -0.1 0.0 -0.1 0.15
H -6.1899 -0.5898 -1.7458 0.0 -0.1 0.0 0.12
H 2.2715 -2.2202 -0.8655 0.0 0.0 0.0 0.09
H 2.3845 -0.1795 5.4070 0.0 0.0 0.0 0.14
C 0.7277 1.6465 3.9747 0.1 0.0 -0.1 -0.11
H 2.9962 0.8114 2.1334 0.0 0.0 0.0 0.13
H 1.0225 -3.3390 -0.3252 0.0 0.0 0.0 0.09
H 3.2699 -0.8974 1.8884 0.0 -0.1 0.1 0.11
H -0.0503 0.0999 2.6048 0.0 -0.1 0.0 0.11
H 3.3933 -2.1794 5.1068 0.0 0.0 0.0 0.11
H 5.0135 -3.3760 3.6075 0.0 0.0 0.0 0.09
O -5.4868 -1.0140 -2.2551 -0.1 0.1 0.2 0.06
H -0.7465 1.7553 -1.1260 0.0 0.1 0.1 0.12
H 1.4145 -2.3988 2.7743 0.0 0.0 0.0 0.12
H 0.9088 0.7817 0.9239 0.0 0.0 0.0 0.10
H 2.3654 2.2310 5.3297 0.0 0.0 0.0 0.13
O -6.1890 -1.3447 -4.3685 -0.1 0.0 0.0 0.17
H 4.7959 -1.7163 3.1084 0.0 0.0 0.0 0.07
H -3.0298 -0.4163 -3.1963 0.0 0.1 0.1 0.11
C -1.9670 3.6027 -4.8837 0.1 -0.1 0.3 -0.65
C 3.0807 -2.6038 4.1521 0.2 0.0 -0.1 -0.21
C 2.4967 -0.1504 2.0362 0.1 0.1 -0.2 -0.08
C -1.3256 1.5385 -2.0222 0.1 0.0 -0.2 -0.19
C -5.6062 -0.6622 -3.5890 0.1 -0.2 -0.2 -0.51
H -2.4549 1.4383 -5.5535 -0.3 -0.1 -0.1 0.17
O -0.8621 3.1982 -5.3638 0.2 0.2 -0.3 -0.06
C -4.7935 0.5521 -3.9401 0.1 0.1 0.4 -0.09
H 0.0703 1.8777 4.8093 0.0 0.0 0.0 0.12
C 1.5760 -0.0784 0.8234 -0.2 0.0 0.0 -0.17
H -0.7614 -0.4494 -2.6383 0.1 -0.1 -0.1 0.11
H -4.8602 1.2402 -3.0997 0.0 0.2 -0.1 0.12
H -0.0227 -0.3683 4.2952 0.0 0.0 0.0 0.13
H 2.3021 -2.8570 0.7745 0.0 0.0 0.0 0.05
H 2.2342 0.1774 -0.0117 0.1 0.0 0.0 0.13
H 2.7887 2.2695 3.6351 0.0 0.0 0.0 0.11
H 3.7240 0.1291 4.2741 0.0 -0.1 0.1 0.14
H 4.0043 -3.0274 2.2162 0.0 0.0 0.0 0.07
C 4.2835 -2.6738 3.2096 -0.1 0.0 0.1 -0.09
H -5.1845 1.0170 -4.8393 0.0 0.0 -0.1 0.14
H -3.3198 -0.6411 -4.9046 0.1 -0.1 0.0 0.14
C 2.6629 0.2755 4.4581 0.0 0.1 0.0 -0.10
C 1.6436 -2.4988 -0.0181 -0.1 0.0 0.0 -0.08
C -3.3389 0.1035 -4.1040 -0.1 -0.2 -0.2 -0.12
N 1.8700 -0.4370 3.3883 -0.1 0.0 0.1 -0.20
N -0.9652 0.7997 -4.3297 0.3 -1.1 0.3 0.09
O -1.4887 2.7193 -2.7409 -0.1 0.1 0.4 -0.06
C 1.8025 -1.9240 3.6725 0.0 -0.1 0.0 -0.11
C 0.5017 0.1969 3.5302 -0.1 0.1 0.1 -0.08
C 2.2121 1.7241 4.3807 0.0 0.0 -0.1 -0.13
H 2.7702 -3.6249 4.3829 -0.1 0.0 0.0 0.13
H -0.4301 1.5728 -4.7836 -0.2 0.9 -0.2 0.15
C 0.7767 -1.3235 0.4278 0.2 -0.1 0.0 -0.25

Number 1: Kohn-Sham gap 7.102 eV. Number 2: Kohn-Sham gap 7.547 eV. Number 3: Kohn-Sham gap 8.261 eV. Number 4: Kohn-Sham gap 7.416 eV.